This record from the Open Molecules 2025 dataset describes an isolated ion of composition C5H8N and charge +1 in a non-equilibrium geometry. The level of theory is wB97M-V/def2-TZVPD.

Results
LUMO level (spin up / spin down): -6.03 / -6.03 eV
Net charge: +1
Kohn-Sham gap (spin up / spin down): 8.0 / 8.0 eV
E_HOMO (spin up / spin down): -0.5175 / -0.5174 Ha
Energy above the lowest of the compared OMol25 structures with the same formula, charge and spin: 4.792 eV

```
14
Properties=species:S:1:pos:R:3:forces:R:3:nbo_charge:R:1
C -1.26268 0.47592 -0.29945 2.13 0.56 0.15 0.420
C -2.27451 -0.32231 -0.23593 0.47 0.83 -0.28 -0.458
C 0.92766 1.92107 -0.08486 -1.22 -1.89 1.68 -0.236
C 0.60680 -0.53756 0.54084 0.28 0.30 2.42 -0.149
C 0.04502 0.92534 -0.06781 -1.54 -0.04 -0.10 -0.169
N 1.13557 -1.26223 -0.44994 0.30 -2.68 -2.27 -0.779
H -2.16533 -1.14058 0.44747 -0.07 -0.54 0.43 0.287
H -3.20073 -0.23493 -0.77244 -0.22 0.20 -0.25 0.310
H 0.73490 2.86187 -0.45357 -0.33 1.82 -1.19 0.239
H 1.72131 1.79228 0.62410 0.82 0.05 -0.31 0.229
H 1.31618 -0.30435 1.37327 -0.26 0.74 -0.95 0.261
H -0.19867 -0.97963 1.13177 0.03 -0.45 -0.56 0.208
H 2.09358 -1.23979 -0.84905 -1.20 0.50 0.88 0.432
H 0.52092 -1.95509 -0.90440 0.82 0.62 0.35 0.403
```
Forces are in eV/Å.